Below is C25H31N3O13P2SV as an isolated structure, with properties calculated with ωB97M-V/def2-TZVPD.

## Properties
LUMO level (alpha / beta): -0.83 / -0.23 eV
energy above the lowest of the compared OMol25 structures with the same formula, charge and spin: 1.3 kcal/mol
HOMO-LUMO gap (alpha / beta): 7.42 / 8.03 eV
multiplicity: 2
E_HOMO (alpha / beta): -8.25 / -8.26 eV
calculated total energy: -4138.93014 hartree

Each line ends with the Löwdin spin population.
Cartesian coordinates (Å):
V (-0.422, -0.605, 0.433)  1.00
O (-1.990, 2.231, -0.777)  0.00
C (-0.861, 1.849, -0.994)  0.00
O (-0.472, 0.595, -1.052)  0.05
C (0.256, 2.864, -1.225)  0.00
C (1.110, 2.533, -2.465)  0.00
C (2.233, 3.565, -2.687)  0.00
C (3.402, 2.974, -1.868)  0.00
C (2.784, 1.684, -1.288)  0.00
O (1.837, 1.320, -2.260)  0.00
C (1.201, 3.040, -0.014)  0.00
C (-0.043, 2.088, 2.095)  0.00
O (-0.402, 2.220, 3.270)  0.00
O (-0.192, 0.994, 1.471)  -0.01
H (-0.237, 3.823, -1.398)  0.00
H (0.474, 2.392, -3.336)  0.00
H (2.481, 3.613, -3.745)  0.00
H (1.948, 4.566, -2.363)  0.00
H (4.240, 2.711, -2.511)  0.00
H (3.769, 3.638, -1.085)  0.00
H (3.495, 0.865, -1.181)  0.00
H (1.748, 3.968, -0.220)  0.00
N (4.097, -0.607, 1.252)  0.00
C (4.633, -1.701, 0.538)  0.00
C (5.962, -1.736, 0.146)  0.00
C (6.428, -2.827, -0.575)  0.00
C (5.565, -3.850, -0.939)  0.00
C (4.226, -3.789, -0.577)  0.00
C (3.768, -2.727, 0.189)  0.00
S (2.128, -2.638, 0.810)  0.00
N (1.847, -0.933, 0.652)  0.00
C (2.822, -0.164, 0.984)  0.00
C (2.630, 1.315, 1.123)  0.00
C (2.897, 1.857, 2.327)  0.00
C (2.664, 3.255, 2.691)  0.00
C (1.600, 3.933, 2.269)  0.00
C (0.572, 3.288, 1.369)  0.00
N (2.142, 1.929, -0.003)  0.00
H (4.745, 0.141, 1.452)  0.00
H (6.628, -0.924, 0.412)  0.00
H (7.470, -2.867, -0.863)  0.00
H (5.930, -4.692, -1.510)  0.00
H (3.538, -4.573, -0.867)  0.00
H (3.227, 1.186, 3.114)  0.00
H (3.359, 3.715, 3.384)  0.00
H (1.450, 4.962, 2.573)  0.00
H (-0.265, 3.977, 1.220)  0.00
C (-3.979, -1.013, 3.898)  0.00
C (-3.030, -1.767, 2.979)  0.00
O (-3.155, -3.180, 3.205)  0.00
P (-1.279, -1.395, 3.401)  0.00
O (-0.962, -2.469, 4.512)  0.00
O (-1.154, -0.053, 4.144)  0.00
O (-0.371, -1.579, 2.203)  0.01
P (-3.329, -1.483, 1.169)  0.00
O (-4.733, -0.731, 1.061)  0.00
O (-3.343, -2.831, 0.566)  0.00
O (-2.325, -0.424, 0.687)  0.01
H (-3.748, -1.233, 4.941)  0.00
H (-5.002, -1.320, 3.686)  0.00
H (-3.893, 0.063, 3.747)  0.00
H (-3.227, -3.579, 2.314)  0.00
H (-1.534, -3.243, 4.350)  0.00
H (-0.850, 0.844, 3.732)  0.00
H (-4.615, 0.168, 0.725)  0.00
C (0.688, -2.058, -2.681)  0.00
C (-0.509, -2.535, -1.879)  -0.01
C (-1.844, -2.159, -2.490)  0.00
O (-0.434, -1.947, -0.573)  -0.07
H (0.650, -2.491, -3.682)  0.00
H (1.620, -2.366, -2.204)  0.00
H (0.679, -0.970, -2.758)  0.00
H (-0.458, -3.613, -1.707)  0.00
H (-1.908, -1.076, -2.602)  0.00
H (-2.661, -2.504, -1.856)  0.00
H (-1.932, -2.625, -3.472)  0.00

Cartesian forces (eV/Å) of the 6 atoms listed first:
V -0.166 0.022 0.149
O -0.001 -0.016 -0.014
C 0.067 -0.067 0.097
O -0.023 0.031 -0.134
C -0.050 0.005 -0.063
C -0.013 0.020 0.016